1.
This record from the OMol25 dataset describes a structure of composition C3H2HgLi2O3. The level of theory is wB97M-V/def2-TZVPD.

Calculated values
- 2S+1: 2
- ⟨S²⟩: 0.78
- LUMO level (spin up / spin down): -3.501 / -3.759 eV
- Net charge: +1
- Gap between HOMO and LUMO (spin up / spin down): 5.840 / 5.755 eV
- E_HOMO (spin up / spin down): -9.34 / -9.51 eV

Structure (XYZ):
```
11
C3H2HgLi2O3, DFT wB97M-V/def2-TZVPD
C -0.677 -1.395 0.373
C 0.213 -0.626 -0.457
O -1.399 -2.005 1.019
H -0.079 -0.776 -1.499
H 1.222 -1.032 -0.365
Hg -0.948 0.001 2.557
Li -2.072 -1.510 2.807
O 0.312 0.847 -0.102
C 0.449 1.736 -1.032
O 0.807 1.934 -2.104
Li 2.172 2.826 -1.197
```

natural (NBO) population analysis, charges in e, atoms 1 to 8: C 0.518; C -0.432; O -0.617; H 0.268; H 0.273; Hg 0.118; Li 0.841; O -0.591

---

2.
This record from the OMol25 dataset describes a structure of composition C40H34ClF15N6OPSY. The level of theory is wB97M-V/def2-TZVPD.

Calculated values
- 2S+1: 2
- ⟨S²⟩: 0.79
- LUMO level (spin up / spin down): 0.797 / 0.795 eV
- Relative energy (zero: lowest compared OMol25 entry of this formula, charge and spin): 7.1 kcal/mol
- Net charge: -1
- Gap between HOMO and LUMO (spin up / spin down): 5.895 / 6.388 eV
- E_HOMO (spin up / spin down): -5.10 / -5.59 eV

Structure (XYZ):
```
100
C40H34ClF15N6OPSY, DFT wB97M-V/def2-TZVPD
Y -0.900 -0.206 0.359
F -1.561 -3.095 6.474
C -1.453 -2.091 5.565
F -2.413 -1.206 5.867
F -0.270 -1.498 5.811
C -1.553 -2.622 4.164
C -1.756 -3.969 3.954
C -1.823 -4.469 2.656
C -1.635 -3.581 1.618
N -1.400 -2.285 1.802
C -1.414 -1.756 3.050
S -1.249 -0.050 3.127
H -1.869 -4.632 4.801
H -2.008 -5.515 2.463
H -1.668 -3.916 0.588
C -1.117 -3.755 -4.881
C 0.233 -3.709 -4.547
C 0.622 -3.278 -3.294
C -0.346 -2.889 -2.369
C -1.690 -2.908 -2.702
C -2.071 -3.355 -3.961
N 0.058 -2.419 -1.067
N 1.040 -3.058 -0.656
C 1.600 -2.665 0.588
C 2.612 -3.487 1.060
C 3.226 -3.148 2.254
C 2.825 -1.995 2.902
C 1.813 -1.225 2.341
N 1.194 -1.565 1.215
H -1.421 -4.088 -5.866
H 0.982 -3.994 -5.275
H 1.666 -3.205 -3.025
H -2.432 -2.581 -1.992
H -3.122 -3.377 -4.216
H 2.888 -4.359 0.485
H 4.012 -3.770 2.663
H 3.275 -1.677 3.831
H 1.470 -0.315 2.813
F 4.378 3.459 -1.723
C 3.357 2.700 -1.232
C 2.166 3.309 -0.899
C 1.134 2.512 -0.403
C 1.238 1.124 -0.200
C 2.495 0.594 -0.545
C 3.548 1.347 -1.066
H 2.050 4.377 -1.037
H 0.201 3.013 -0.165
H 2.691 -0.468 -0.427
H 4.500 0.901 -1.329
F -4.065 -0.048 0.863
P -4.424 -0.865 -0.473
F -5.773 -0.054 -0.694
F -2.956 -1.676 -0.264
F -5.151 -2.002 0.383
F -4.650 -1.730 -1.821
F -3.577 0.219 -1.343
F -4.168 6.657 0.673
C -3.575 5.454 0.595
C -3.443 4.810 -0.620
F -3.903 5.395 -1.736
C -2.832 3.575 -0.692
F -2.686 3.003 -1.902
C -2.329 2.906 0.437
O -1.753 1.754 0.356
C -2.463 3.606 1.649
F -1.970 3.058 2.771
C -3.074 4.841 1.730
F -3.179 5.460 2.915
Cl 3.005 0.167 5.991
C 3.323 1.131 4.575
C 4.585 1.076 4.021
C 4.875 1.819 2.881
C 3.889 2.621 2.307
C 2.632 2.675 2.861
C 2.285 1.929 4.021
C 0.986 1.970 4.527
H 5.338 0.450 4.482
H 5.863 1.766 2.443
H 4.101 3.186 1.410
H 1.861 3.275 2.396
H 0.241 2.590 4.050
H 0.693 1.380 5.380
C 1.583 0.459 -4.816
C 0.200 0.755 -4.241
C 0.018 2.270 -4.096
C -0.876 0.169 -5.147
N 0.172 0.051 -2.948
N -1.011 0.231 -2.176
H 1.706 0.941 -5.788
H 1.718 -0.618 -4.934
H 2.363 0.836 -4.149
H 0.118 2.759 -5.068
H 0.774 2.679 -3.422
H -0.968 2.531 -3.705
H -0.798 0.599 -6.147
H -1.879 0.390 -4.775
H -0.760 -0.914 -5.217
H 0.926 0.404 -2.365
H -1.770 -0.298 -2.595
H -1.321 1.203 -2.155
```

Mulliken population analysis, charges in e, atoms 1 to 8: Y 0.731; F -0.345; C 0.445; F -0.242; F -0.182; C -0.315; C -0.359; C -1.401

---

Among the records above, which one has the highest net charge? C3H2HgLi2O3